ORCA calculation (the ωB97M-V functional and the def2-TZVPD basis) on a 20-piece molecular cluster, C54H157N9O29 overall in a non-equilibrium geometry.

```
249
Properties=species:S:1:pos:R:3:mulliken_charge:R:1
C -4.38329 -2.97367 -0.38967 -0.50
O -3.35617 -2.06319 -0.00053 0.75
C -2.22240 -2.12499 -0.83053 -0.55
C -1.32529 -0.95847 -0.42236 -0.35
N 0.01370 -1.04782 -1.01537 0.88
C 0.86136 0.08501 -0.64651 -0.58
C 2.27919 -0.09774 -1.16458 -0.29
O 2.87965 -1.32473 -0.82320 -0.08
C 4.24852 -1.34952 -1.21204 -0.51
H -4.99855 -3.22622 0.47354 0.20
H -3.99608 -3.89668 -0.81854 0.20
H -5.04335 -2.44236 -1.07662 -0.19
H -2.51559 -2.11016 -1.89042 0.20
H -1.72915 -3.09013 -0.63847 0.00
H -1.30185 -0.90855 0.67163 -0.09
H -1.72309 0.00417 -0.76558 0.49
H 0.42710 -1.88345 -0.61799 -0.50
H 0.95292 0.28451 0.43019 -0.62
H 0.42924 0.97451 -1.10922 0.68
H 2.88352 0.76410 -0.87153 -0.02
H 2.24761 0.06139 -2.25223 0.52
H 4.75820 -0.56800 -0.64015 -0.16
H 4.40395 -1.23506 -2.28388 0.47
H 4.74991 -2.25626 -0.88503 0.23
C -8.35637 -4.41810 -2.39791 -0.54
O -9.27182 -3.63987 -3.17642 -0.42
C -8.64817 -3.16315 -4.35998 0.37
C -9.68781 -2.38714 -5.17603 -1.33
N -9.92621 -1.08690 -4.56709 0.09
C -11.05878 -0.42432 -5.22697 -0.94
C -11.48020 0.75843 -4.38908 -0.45
O -11.79009 0.39883 -3.06272 -0.36
C -11.86390 1.50487 -2.18313 -0.68
H -7.47962 -3.86020 -2.07111 0.07
H -8.02609 -5.27547 -2.98985 0.32
H -8.99212 -4.79536 -1.60027 0.27
H -8.33641 -3.98859 -5.00878 0.56
H -7.82956 -2.49902 -4.08705 -0.25
H -10.58449 -3.01774 -5.25677 0.48
H -9.32080 -2.32652 -6.20416 0.52
H -10.19786 -1.21505 -3.60033 0.02
H -11.93328 -1.06384 -5.40917 0.41
H -10.75135 -0.07732 -6.21657 0.37
H -12.31741 1.27437 -4.87720 0.46
H -10.65711 1.48593 -4.34351 0.23
H -12.21868 1.11498 -1.23385 0.24
H -12.51972 2.26798 -2.60990 0.32
H -10.87128 1.94588 -2.04114 0.27
C 9.03353 8.36987 0.55413 -0.71
O 9.06732 7.35868 1.52609 -0.37
C 10.15460 6.46844 1.39967 -0.67
C 10.38685 5.84969 0.02933 -0.57
N 9.26132 5.21731 -0.66028 -0.22
C 9.11097 3.81062 -0.28313 -0.91
C 8.00671 3.09132 -1.06824 -0.18
O 6.75087 3.71304 -1.00329 -0.42
C 5.75892 3.05722 -1.73847 -0.26
H 8.44206 9.20762 0.91982 0.28
H 8.67613 8.03294 -0.42611 0.27
H 10.02086 8.79737 0.32451 0.30
H 9.91366 5.70398 2.14895 0.35
H 11.10535 6.84332 1.80331 0.40
H 11.18577 5.11215 0.15004 0.25
H 10.79838 6.59743 -0.65702 0.39
H 8.41458 5.65928 -0.30622 0.31
H 8.83001 3.68440 0.77029 0.17
H 10.03234 3.26740 -0.49331 0.37
H 7.94637 2.17026 -0.46106 0.00
H 8.28594 2.73811 -2.06490 0.75
H 4.75960 3.38702 -1.44583 0.24
H 5.68942 1.99504 -1.45547 -0.13
H 5.85319 3.15768 -2.82110 0.41
C 7.42133 -2.20115 -0.38713 -0.63
O 7.29871 -1.83669 -1.75367 -0.48
C 7.69210 -0.53212 -2.03328 0.08
C 9.20807 -0.27900 -1.96334 -0.36
N 9.89259 -0.96683 -3.06369 -0.47
C 11.34734 -0.76462 -2.96990 -0.75
C 11.83987 0.60841 -3.35869 -0.62
O 11.65064 1.53568 -2.30220 -0.21
C 12.35480 2.73317 -2.52936 -0.54
H 7.10214 -1.31598 0.16976 0.23
H 8.42847 -2.45349 -0.04564 0.39
H 6.77846 -3.05116 -0.17190 0.28
H 7.28352 0.19469 -1.31350 -0.19
H 7.35530 -0.21407 -3.01979 0.49
H 9.62208 -0.62246 -1.00367 0.22
H 9.38134 0.79298 -2.02272 0.09
H 9.67060 -1.95020 -2.95690 0.28
H 11.79084 -1.48426 -3.66557 0.45
H 11.72959 -1.08356 -1.99027 0.36
H 11.27085 0.88707 -4.25458 0.30
H 12.90879 0.57990 -3.59202 0.49
H 12.16590 3.14007 -3.52843 0.38
H 13.44078 2.61509 -2.44691 0.33
H 12.03692 3.48157 -1.80698 -0.05
C 4.95686 -2.19024 2.71308 0.19
O 4.60469 -3.55189 2.80374 -0.44
C 3.67130 -3.92824 1.82975 1.41
C 3.39565 -5.43977 2.03740 -1.46
N 2.83040 -5.82579 3.33422 -0.40
C 1.53271 -5.17894 3.59842 0.33
C 1.08876 -5.40682 5.02545 -0.91
O 2.00033 -4.87192 5.96363 -0.24
C 1.39795 -4.71993 7.23874 -0.87
H 4.12791 -1.52346 2.46157 -0.17
H 5.77527 -2.00709 2.01103 -0.15
H 5.38117 -1.91294 3.68094 0.29
H 4.05713 -3.78365 0.81021 -0.11
H 2.73416 -3.36125 1.85519 -0.44
H 4.34066 -5.93987 1.80368 0.43
H 2.77547 -5.87419 1.24506 0.39
H 3.42309 -5.29242 3.97647 0.42
H 0.73485 -5.54601 2.94662 0.24
H 1.49867 -4.10883 3.35673 -0.29
H 0.94734 -6.47403 5.24406 0.39
H 0.08424 -4.96918 5.11218 0.43
H 0.55247 -4.03611 7.28043 0.30
H 2.23374 -4.48140 7.89876 0.25
H 1.12713 -5.72239 7.59806 0.38
C 3.34838 1.99864 1.41230 -0.06
O 4.23792 0.93880 1.58701 0.74
C 5.61677 1.15611 1.83168 0.51
C 5.84389 1.77232 3.17905 -1.37
N 5.47402 0.86347 4.24522 0.07
C 5.39755 1.48869 5.55601 -0.72
C 5.07308 0.48579 6.61736 -0.75
O 3.86176 -0.17359 6.35922 -0.23
C 3.75361 -1.38746 7.06896 -0.74
H 2.32298 1.62919 1.35232 -0.49
H 3.46041 2.55105 0.47241 0.07
H 3.34087 2.69594 2.25596 0.31
H 6.14452 1.73164 1.05947 -0.24
H 6.07494 0.17260 1.72021 -0.33
H 5.30770 2.73554 3.20025 0.40
H 6.90223 2.04864 3.24538 0.62
H 4.54965 0.51489 4.00814 -0.15
H 4.59891 2.25067 5.51074 0.40
H 6.30098 2.05908 5.77899 0.45
H 5.09794 0.98329 7.59908 0.43
H 5.89985 -0.23329 6.71555 0.36
H 2.79638 -1.84060 6.82246 0.08
H 3.82326 -1.23823 8.15318 0.38
H 4.57687 -2.05336 6.78601 0.38
C -2.10241 9.41196 3.24676 -0.65
O -2.30525 8.19563 3.94772 -0.33
C -3.41949 7.42356 3.53882 -0.53
C -2.90140 6.47626 2.44213 -0.42
N -3.92183 5.57284 1.92420 -0.39
C -3.42590 4.74202 0.81750 -0.89
C -2.45572 3.66073 1.25524 -0.23
O -1.15953 4.15288 1.55583 -0.41
C -0.39920 3.18362 2.24375 -0.39
H -3.02470 9.98758 3.38215 0.28
H -1.91911 9.26325 2.17753 0.29
H -1.22958 9.87435 3.69867 0.23
H -4.26065 8.03434 3.19209 0.36
H -3.77890 6.77805 4.34135 0.33
H -2.08700 5.90771 2.87692 0.23
H -2.43300 7.13115 1.69172 0.23
H -4.71412 6.13002 1.62833 0.27
H -3.02522 5.36394 0.00187 0.37
H -4.33179 4.32238 0.37046 0.43
H -2.42979 2.82448 0.54840 0.34
H -2.88619 3.22897 2.16906 0.29
H 0.61036 3.59960 2.27980 0.26
H -0.22652 2.25577 1.68697 -0.02
H -0.74703 2.99355 3.25852 0.39
C -8.25098 1.66842 -7.56493 -0.73
O -7.40482 0.88815 -6.73821 -0.34
C -6.85246 1.67303 -5.69945 -0.69
C -6.18072 0.71787 -4.72770 -0.47
N -7.11394 -0.04945 -3.87769 0.48
C -7.73200 0.75670 -2.81949 -1.27
C -8.46039 -0.10734 -1.76709 -0.48
O -7.50058 -0.75961 -0.97415 -0.16
C -8.12390 -1.55004 0.02250 -0.63
H -9.18309 1.80898 -7.00285 0.24
H -8.51479 1.11255 -8.46495 0.25
H -7.79866 2.61072 -7.88042 0.33
H -7.69464 2.23094 -5.25863 0.30
H -6.16690 2.48558 -5.97778 0.55
H -5.45203 1.21003 -4.07769 0.65
H -5.57544 0.00986 -5.29708 0.05
H -7.87919 -0.28661 -4.51406 -0.35
H -8.44936 1.48630 -3.20925 0.29
H -6.93155 1.26016 -2.27602 0.50
H -9.24329 -0.76495 -2.14060 0.32
H -9.02621 0.60852 -1.14896 0.55
H -7.38483 -2.09925 0.60201 -0.01
H -8.86013 -2.23154 -0.40868 0.29
H -8.62001 -0.87916 0.73438 0.33
C 0.99539 -0.90966 3.26075 -1.10
O -0.23563 -1.45448 2.80591 0.90
C -1.31037 -1.09058 3.65893 -1.16
C -2.62266 -1.63073 3.12833 0.59
N -2.72911 -3.09473 3.33047 -0.33
C -4.06175 -3.58443 2.98605 0.18
C -5.16273 -3.16825 3.97539 -0.52
O -6.33881 -3.85335 3.55314 -0.33
C -7.52152 -3.25746 4.01858 -0.72
H 1.74733 -1.23219 2.53788 -0.32
H 1.23444 -1.23416 4.27454 0.60
H 0.95386 0.18229 3.16384 0.20
H -1.48672 -0.00425 3.58180 0.21
H -1.08430 -1.27817 4.71009 0.44
H -2.70401 -1.42890 2.05269 -0.66
H -3.46971 -1.13069 3.59476 0.48
H -2.11667 -3.53737 2.65301 0.27
H -4.10474 -4.67340 2.94769 0.56
H -4.33442 -3.22314 1.98364 -0.62
H -5.31751 -2.09097 3.89875 0.36
H -4.88647 -3.58268 4.94701 0.28
H -7.68105 -3.33416 5.10086 0.30
H -8.34884 -3.83602 3.60430 0.26
H -7.61700 -2.21098 3.71769 0.29
O -0.33064 -0.61835 -3.77468 -0.89
H -0.18023 -0.91307 -2.82618 0.28
H 0.35390 -1.07512 -4.27809 0.30
O -3.57599 -6.52068 -1.07740 -0.67
H -3.93071 -6.08569 -1.87134 0.30
H -4.20560 -7.22067 -0.88352 0.27
O 2.22614 2.92992 -2.57215 -0.48
H 1.83673 3.61169 -2.01516 0.28
H 1.47498 2.58544 -3.09316 0.25
O -0.23369 2.13468 -3.83688 -0.70
H -0.37950 1.16833 -3.67826 0.41
H -1.10551 2.53290 -3.74203 0.30
O -0.88347 -5.99043 -0.68402 -0.75
H -1.84332 -5.96252 -0.87446 0.38
H -0.73211 -5.26353 -0.06718 0.30
O -4.54668 0.39953 -0.80362 -0.72
H -5.32518 -0.14843 -0.97281 0.15
H -3.91827 -0.21420 -0.38984 0.26
O -0.43540 -3.84559 1.42177 0.07
H -0.34450 -3.06792 2.00723 -0.11
H 0.23018 -3.70400 0.71997 0.07
O -5.08649 -5.29090 -3.38610 -0.58
H -5.05580 -4.37056 -3.70275 0.30
H -5.51751 -5.77691 -4.09574 0.28
O 1.43696 -3.57575 -0.46920 -0.70
H 1.82687 -4.31329 -0.95319 0.35
H 2.06307 -2.82229 -0.58385 0.40
O -5.23262 -2.38187 -4.15910 -0.51
H -4.34128 -2.03225 -4.38336 0.40
H -5.77017 -1.58675 -3.96118 0.23
O -2.92841 -1.08709 -4.74564 -0.59
H -2.05014 -0.95002 -4.33446 0.34
H -2.97190 -0.43669 -5.45435 0.24
```

E_tot: -131322.5794 eV
frontier orbital gap: 8.7 eV
highest occupied orbital energy: -8.533 eV
energy relative to the best compared isomer or geometry (same formula, charge and spin): 0.0000 eV